Below is the molecule C6H14N2O2S, with properties calculated with ωB97M-V with the def2-TZVPD basis set.

Output
SMILES string: CC1(C)CCS(=O)(=O)N(N)C1
LUMO, eV: 0.67

Last column: Löwdin charge in e.
Element x y z (Å)
C: -0.029 1.420 0.283  -0.18
C: 0.421 -0.944 0.645  -0.16
C: 1.307 1.678 -0.446  -0.18
C: -0.559 0.048 0.059  -0.65
C: -1.790 -0.016 0.836  -0.08
C: -0.891 -0.304 -1.338  -0.02
N: 1.604 -0.967 -0.256  -0.34
N: 2.342 -2.108 0.107  0.01
O: 2.733 0.448 1.442  -0.31
O: 3.594 0.473 -0.877  -0.29
S: 2.470 0.405 0.002  0.66
H: 0.178 1.801 1.281  0.13
H: -0.801 2.176 -0.008  0.14
H: 0.770 -0.808 1.705  0.15
H: 0.021 -1.885 0.558  0.10
H: 1.069 1.622 -1.454  0.08
H: 1.822 2.575 -0.358  0.09
H: -2.201 -1.092 1.080  0.14
H: -2.471 0.778 0.435  0.11
H: -1.588 0.371 1.881  0.11
H: -1.674 -1.073 -1.192  0.11
H: -0.118 -0.473 -2.022  0.07
H: -1.276 0.584 -1.738  0.08
H: 3.175 -2.132 -0.597  0.13
H: 2.842 -1.817 1.030  0.11


Below is a cluster of 2 separate species, C6H14N2O5 in total, with properties calculated with ωB97M-V with the def2-TZVPD basis set.

Output
SMILES string: CC(=O)NNC(C)(O)O.CC(=O)O
LUMO, eV: 0.69

Last column: Löwdin charge in e.
Element x y z (Å)
C: -0.877 -0.870 -1.849  -0.50
C: -1.413 -1.788 -3.003  0.02
C: 2.067 3.947 -0.085  0.02
C: -0.446 -2.464 1.835  0.01
C: 1.482 2.566 0.205  -0.47
C: -0.135 -1.023 1.485  -0.72
N: -1.243 -1.255 -0.601  0.06
N: -0.924 -0.404 0.483  0.05
O: -0.291 0.149 -1.990  0.09
O: 1.941 1.726 0.946  0.07
O: 0.281 2.409 -0.467  0.10
O: 1.218 -1.132 0.979  -0.02
O: -0.052 -0.264 2.608  0.06
H: -0.855 -2.796 -3.045  0.11
H: -2.324 -2.128 -2.665  0.03
H: -1.463 -1.322 -3.964  0.07
H: 1.842 4.524 0.742  0.05
H: 3.148 4.014 -0.188  0.10
H: 1.345 4.424 -0.803  0.11
H: -0.052 -3.065 1.064  0.07
H: -1.531 -2.473 2.060  0.10
H: -0.079 -2.716 2.835  0.10
H: -1.786 -2.069 -0.414  0.13
H: -0.075 1.577 -0.445  0.00
H: -1.743 0.054 0.973  0.18
H: 1.531 -0.173 0.871  0.08
H: 0.435 0.551 2.432  0.10


Number 1: HOMO -0.3670 hartree, frontier orbital gap 10.6575 eV, maximum force 4.2 eV/Å. Number 2: HOMO -0.3669 hartree, frontier orbital gap 10.6696 eV, maximum force 5.8 eV/Å.